Density functional theory data (ωB97M-V/def2-TZVPD) for C14H31F6ReS3Sb2Se2 as an isolated structure in a non-equilibrium geometry.

The geometry in ORCA input format:
```
! RIJCOSX wB97M-V def2-TZVPD def2/J DEFGRID3
* xyz 2 1
Re -0.2820 1.1660 1.0058
Sb 1.0497 -0.9235 -0.1995
Sb -1.5656 4.4927 3.2021
Se -2.5825 0.2893 1.5778
Se -1.3003 2.6234 -0.6864
S 0.9272 0.4055 2.8388
S 1.6607 2.4549 0.9937
S 2.3509 2.7906 3.8986
F -2.0012 4.4026 1.2571
F -1.9071 6.2632 3.5499
F -0.8908 3.9127 4.8559
F -3.3074 3.7630 3.4284
F 0.2337 4.6701 2.5391
F -1.1810 2.4598 2.7030
C 1.1409 -1.9423 -3.1774
C 1.1802 -2.9711 2.1346
C -3.4219 -1.2575 0.7264
C 3.9708 -1.9291 -0.4528
C 0.4985 -2.8687 0.7819
C -3.1943 2.0835 -0.6771
C -1.1287 -1.2793 -2.2665
C -3.6564 1.6981 0.7130
C 1.7429 1.9300 2.6334
C 3.2683 -0.6107 -0.2003
C -0.9489 2.4696 -2.5873
C 3.6030 0.4445 -1.2384
C 0.8318 -4.0414 -0.1203
C 0.3616 -0.9764 -2.3078
H -1.4938 3.2659 -3.0919
H 0.8942 -3.9162 2.5952
H -3.4777 -1.1671 -0.3573
H -1.3020 -2.3109 -1.9668
H 3.7469 -2.6624 0.3200
H -2.8728 -2.1553 1.0031
H 1.8996 -4.1316 -0.2985
H -1.6191 -0.6128 -1.5505
H 3.4936 -0.2498 0.8084
H 3.7136 -2.3419 -1.4258
H 3.0282 1.3623 -1.0887
H -0.5869 -2.7949 0.9109
H -4.6903 1.3420 0.6943
H -3.6087 2.5508 1.3936
H 1.0710 -2.9669 -2.8265
H 4.6600 0.6916 -1.1517
H 2.2670 -2.9669 2.0410
H 0.7378 -1.9117 -4.1883
H 3.4331 0.0704 -2.2471
H 0.5349 0.0417 -2.6687
H -3.3125 1.2743 -1.4025
H 0.1170 2.6202 -2.7423
H -4.4319 -1.3361 1.1356
H -1.5646 -1.1459 -3.2553
H 0.3167 -3.9784 -1.0759
H 2.1903 -1.6645 -3.2330
H 5.0445 -1.7569 -0.4429
H 0.8718 -2.1660 2.8006
H -3.7621 2.9547 -1.0148
H -1.2554 1.5009 -2.9671
H 0.5054 -4.9580 0.3672
*
```

Results
Kohn-Sham gap (spin up / spin down) = 5.334 / 5.248 eV
E_HOMO (spin up / spin down) = -15.0856 / -15.0530 eV
LUMO level (spin up / spin down) = -0.35838 / -0.36033 Ha
E_tot = -7706.83530 hartree
ΔE to the lowest compared entry with this formula, charge and spin = 87.8 kcal per mole